A molecular structure, C55H64Cl2KN7O8P2S. Source: OMol25; level of theory: wB97M-V/def2-TZVPD.

Output
Molar mass ... 1155.18 g mol⁻¹
Charge ... -2
Energy relative to the best compared isomer or geometry (same formula, charge and spin) ... 0.0 kJ/mol
Calculated total energy ... -5720.6831 Eh

The geometry in XYZ format:
```
140
C55H64Cl2KN7O8P2S wB97M-V/def2-TZVPD
K -0.17217 0.35341 0.09682
C 3.95886 2.86218 3.79218
C 2.51127 2.39554 3.56281
C 1.57441 3.59008 3.37322
P 2.12492 1.03728 2.33687
C 2.79314 -0.47389 3.20788
C 1.99453 -0.74019 4.48066
C 4.29307 -0.54998 3.46417
C 3.20373 1.33188 0.89129
C 3.76684 2.56710 0.58061
C 4.35085 2.81566 -0.65350
C 4.36783 1.79956 -1.60354
C 3.81762 0.56620 -1.32019
C 3.22587 0.29409 -0.07589
N 2.57015 -0.87071 0.22754
C 3.14515 -2.06539 0.07809
C 4.53055 -2.27020 -0.20107
C 5.09798 -3.52272 -0.20972
C 4.34630 -4.66995 0.03988
C 2.99057 -4.50147 0.29145
C 2.37526 -3.25713 0.31142
P 0.58471 -3.05854 0.59044
C 0.17210 -4.45458 1.74027
C 0.86642 -4.22026 3.07774
C -1.34394 -4.49953 1.93159
C -0.12693 -3.63473 -1.04168
C 0.49691 -2.79720 -2.15790
C -0.00283 -5.11863 -1.37082
H 4.14296 3.04027 4.85635
H 4.15202 3.80658 3.27986
H 4.69917 2.14750 3.43854
H 2.18152 1.90158 4.48342
H 1.90767 4.22380 2.54616
H 1.55957 4.21788 4.27006
H 0.55462 3.25846 3.17343
H 2.53731 -1.25532 2.48950
H 2.26218 -0.05038 5.28624
H 2.20283 -1.75125 4.84313
H 0.92109 -0.64573 4.31171
H 4.59852 0.12626 4.26605
H 4.86733 -0.30457 2.56885
H 4.57086 -1.56412 3.76814
H 3.73186 3.36913 1.30606
H 4.76507 3.79222 -0.87193
H 4.79447 1.98000 -2.58449
H 3.78791 -0.20815 -2.07761
H 5.15602 -1.40597 -0.38207
H 6.16299 -3.60924 -0.40553
H 4.79748 -5.65375 0.03753
H 2.38887 -5.38324 0.48651
H 0.50201 -5.41564 1.33075
H 0.54430 -3.27091 3.51172
H 1.95128 -4.18177 2.96682
H 0.61672 -5.01538 3.78731
H -1.70785 -3.54009 2.30749
H -1.62110 -5.27115 2.65662
H -1.87272 -4.70914 1.00108
H -1.19031 -3.37100 -0.97969
H 1.53113 -3.10792 -2.32609
H 0.52421 -1.73594 -1.91232
H -0.05734 -2.91740 -3.09184
H 1.04698 -5.41679 -1.41611
H -0.44549 -5.32052 -2.35101
H -0.50581 -5.75996 -0.64488
Cl -6.35245 0.74290 5.50538
C -4.82047 0.81107 4.65216
C -3.64435 1.04662 5.38390
C -2.44587 1.09773 4.74291
Cl -1.00264 1.40948 5.66584
C -2.27783 0.91000 3.30341
O -1.16621 0.94491 2.76153
C -3.53399 0.69657 2.61532
C -3.59421 0.54737 1.18127
O -2.67293 0.56153 0.38450
C -4.76044 0.64708 3.29859
H -3.69001 1.19202 6.45512
H -4.63407 0.41451 0.79750
H -5.66853 0.47734 2.73094
C -5.99163 3.52718 -4.68014
O -6.32716 2.56584 -5.66230
C -5.28322 1.85615 -6.20244
C -3.94707 2.16159 -5.97021
C -2.95085 1.37500 -6.52393
C -3.26621 0.27404 -7.31170
C -4.60745 0.01798 -7.58627
C -5.61289 0.78780 -7.02903
N -2.28876 -0.53138 -7.98341
N -1.18389 -0.84757 -7.45761
C -0.82654 -0.64263 -6.12706
C 0.51449 -0.28784 -5.94460
C 1.02760 0.18846 -4.76138
C 0.20683 0.31569 -3.59884
O 0.58643 0.79351 -2.51758
C -1.16685 -0.24278 -3.73458
N -1.88667 -0.27493 -2.59767
C -3.07708 -0.82455 -2.61317
C -3.62112 -1.42300 -3.75891
C -2.90735 -1.38536 -4.92558
C -1.65297 -0.73994 -4.96212
H -6.93465 3.90873 -4.29355
H -5.40816 4.35134 -5.10084
H -5.41838 3.07463 -3.86605
H -3.66347 2.99862 -5.35234
H -1.91986 1.59617 -6.28464
H -4.84971 -0.81447 -8.23579
H -6.65683 0.57022 -7.21521
H 1.14493 -0.34222 -6.82741
H 2.06358 0.48869 -4.67167
H -3.61735 -0.81626 -1.67256
H -4.58944 -1.90505 -3.71131
H -3.29422 -1.85654 -5.81805
C -0.25875 4.19633 -7.70452
C 0.12549 5.18912 -6.61650
S -0.90477 4.93065 -5.19125
O -2.22841 5.44008 -5.49247
O -0.74696 3.56426 -4.77873
C -0.22868 6.00917 -3.94849
C -1.01105 5.91528 -2.63783
N -0.49119 4.91186 -1.73081
C -1.00674 3.67793 -1.47024
N -0.30146 3.03565 -0.55469
C 0.70912 3.85165 -0.20094
C 0.62083 5.02320 -0.90077
N 1.50751 6.11501 -0.86151
O 2.38153 6.10559 -0.01451
O 1.35751 7.03412 -1.67431
C -2.21035 3.07910 -2.09316
H 0.35171 4.37679 -8.58891
H -1.30711 4.30058 -7.98108
H -0.08982 3.17568 -7.36806
H -0.01397 6.22364 -6.93074
H 1.15584 5.04502 -6.29023
H -0.31317 7.01643 -4.35652
H 0.82120 5.77380 -3.78770
H -2.06389 5.70344 -2.82205
H -0.94129 6.87756 -2.14009
H 1.47132 3.56895 0.50099
H -2.77476 3.77094 -2.71522
H -2.84167 2.67272 -1.30365
H -1.88756 2.23710 -2.70530
```

---

A molecular structure, C37H63N4OPSTi. Source: OMol25; level of theory: wB97M-V/def2-TZVPD.

Output
2S+1 ... 3
Molar mass ... 690.85 g mol⁻¹
Charge ... -2
Energy relative to the best compared isomer or geometry (same formula, charge and spin) ... 2191.7 kJ/mol
Calculated total energy ... -3328.6923 Eh

The geometry in XYZ format:
```
108
C37H63N4OPSTi wB97M-V/def2-TZVPD
Ti -0.79866 -0.54128 0.42463
C -0.46242 2.19634 1.06655
C 0.29313 1.94355 2.22083
C -0.40145 0.82816 3.00311
C -1.63416 0.94422 2.51712
C -1.64855 1.37702 1.12643
C -3.05334 2.09624 0.70246
C -2.89542 3.39543 1.31235
C -2.92936 1.86053 -0.75542
C -4.32311 1.41399 1.32254
C -0.10757 0.24604 4.46761
C -0.76542 -1.13684 4.74443
C -0.83483 1.05164 5.85311
C 1.44564 0.13177 4.68162
C 1.72023 2.86109 2.45264
C 1.69322 3.94487 1.20724
C 1.36746 3.96313 3.64012
C 2.81305 2.07271 2.83697
H -0.22442 2.58692 0.09887
H -2.33281 -0.03902 2.83946
H -2.23037 4.57271 1.05390
H -3.01812 3.52228 2.29943
H -3.78375 4.47251 0.64334
H -1.86209 1.68614 -1.50982
H -3.66736 2.74007 -1.45512
H -2.98982 0.47305 -1.22623
H -4.57748 1.13947 2.46970
H -4.21538 0.32029 1.07579
H -4.98689 2.12765 1.61259
H -1.72620 -0.61406 4.32233
H 1.76068 -5.91901 -2.95966
H -0.85214 -1.66210 4.01184
H -1.64098 1.93259 5.56020
H -0.19778 2.12442 6.01436
H -0.68058 0.47241 6.93582
H 1.36923 -1.48982 4.83488
H 1.81968 0.73127 5.40447
H 5.99935 1.31061 7.33055
H 0.80624 4.94674 1.05871
H 2.03801 3.58509 0.14678
H 2.54928 4.72590 1.35961
H 0.34551 4.54370 3.79160
H 1.69804 5.09763 3.75738
H 0.96758 3.32483 4.76655
H 3.43097 2.06170 3.89668
H 3.17834 0.73046 1.94069
H 5.42433 1.30567 7.24540
N -3.63175 -4.07062 0.63162
C -2.67247 -3.12727 0.82006
S -3.04800 -1.54370 0.04609
N -1.62721 -3.56332 1.45810
N -0.87985 -2.37527 1.45827
C 0.44992 -2.90758 2.21048
C 1.69640 -2.33934 2.01048
C 2.70847 -3.18251 2.64933
C 4.00737 -3.07906 2.22161
C 4.34157 -2.01248 1.44440
C 3.40479 -1.16752 0.76242
C 2.08915 -1.34798 1.00755
O 1.04139 -0.51685 0.62448
H -4.89974 -3.80837 0.46752
H -3.26529 -5.07185 0.60221
H 0.24144 -3.89393 2.70216
H 2.31837 -4.12611 2.96687
H 4.97497 -3.62286 2.30612
H 5.09264 -1.86712 0.64667
H 3.25648 0.14287 0.33917
C -2.82140 -1.12321 -3.47208
C -1.55651 -0.55316 -4.27141
C -1.99046 0.83975 -4.83464
C -1.20985 -1.30361 -5.50190
P -0.16512 -0.52326 -2.88630
N -0.91556 -0.40152 -1.46693
C 1.01567 0.85066 -3.29635
C 1.46362 0.95220 -4.86009
C 2.26505 0.89586 -2.33033
C 0.31148 2.26667 -2.84386
C 0.75111 -2.27483 -3.08502
C -0.44546 -3.32393 -3.22400
C 1.83567 -2.35883 -4.07388
C 1.44253 -2.47652 -1.64503
H -3.60348 -1.88311 -4.22098
H -3.48830 -0.37958 -3.30686
H -2.83923 -1.28939 -2.45721
H -2.89266 0.71812 -5.42536
H -1.43819 1.40132 -5.23834
H -2.27458 1.60897 -4.09775
H -1.97461 -1.39976 -5.93765
H -0.55336 -2.00449 -5.21242
H -0.47714 -0.47138 -5.91627
H 1.79265 0.11127 -5.16078
H 1.83823 1.98674 -5.61250
H 0.59578 1.09625 -5.91001
H 3.39435 -0.04037 -2.30711
H 2.09761 0.66049 -1.43938
H 2.83914 1.95955 -2.75264
H -0.08636 2.44774 -3.80519
H 1.21786 3.30769 -2.66835
H -0.69293 2.08646 -2.02840
H -0.87888 -4.52618 -3.96974
H -1.45867 -3.17246 -2.88657
H 0.04111 -4.10898 -2.66830
H 1.31668 -2.28036 -5.16550
H 2.10994 -3.81804 -3.75303
H 2.70460 -1.43750 -4.02614
H 2.14194 -3.58194 -1.44433
H 0.89982 -2.52402 -0.88728
H 2.20974 -1.91115 -1.43014
```

---

A molecular structure, C3H8LuO3. Source: OMol25; level of theory: wB97M-V/def2-TZVPD.

Output
Molar mass ... 267.06 g mol⁻¹
Charge ... +1
Energy relative to the best compared isomer or geometry (same formula, charge and spin) ... 229.9 kJ/mol
Calculated total energy ... -1580.0459 Eh

The geometry in XYZ format:
```
15
C3H8LuO3 wB97M-V/def2-TZVPD
O 0.88072 -0.40320 -2.73165
C 1.83058 -1.28622 -2.20437
C 1.78989 -1.33844 -0.67688
O 2.07063 0.04576 -0.28273
C 2.41204 0.20915 1.07694
Lu 0.06306 0.61664 -1.23811
H 2.82966 -0.91108 -2.51592
H 1.68237 -2.32303 -2.56567
H 2.58184 -1.98303 -0.26917
H 3.34150 -0.34329 1.28036
H 2.50637 1.28514 1.26352
H 1.63211 -0.20273 1.73793
O -0.97660 -0.99425 0.25531
H -1.74121 -1.40620 -0.14941
H 0.49148 -1.65737 0.05372
```

---

C12H15N3S in the gas phase. Source: OMol25; level of theory: wB97M-V/def2-TZVPD.

Output
Molar mass ... 233.34 g mol⁻¹
Energy relative to the best compared isomer or geometry (same formula, charge and spin) ... 63.9 kJ/mol
Calculated total energy ... -1028.6977 Eh

The geometry in XYZ format:
```
31
C12H15N3S wB97M-V/def2-TZVPD
C 3.62208 0.99247 -1.35741
C 3.41860 0.41013 0.04276
C 4.74888 -0.00301 0.66548
N 2.58926 -0.75946 -0.04786
C 1.33839 -0.72323 0.00339
N 0.65581 -1.93197 -0.05273
C -0.54735 -2.10258 -0.57172
N -1.59955 -2.27366 -0.99100
S 0.34524 0.76269 0.16102
C -1.03468 0.28359 1.28138
C -2.37550 0.29198 0.61465
C -2.72034 1.31441 -0.25882
C -3.96712 1.33433 -0.85567
C -4.88346 0.33434 -0.57961
C -4.54797 -0.68372 0.29574
C -3.29946 -0.70698 0.88982
H 2.66528 1.29442 -1.77769
H 4.07239 0.24617 -2.00743
H 4.27397 1.86006 -1.30673
H 2.92974 1.17483 0.66842
H 4.59016 -0.40791 1.66176
H 5.41072 0.85569 0.73580
H 5.21930 -0.76662 0.05201
H 1.27012 -2.73955 -0.06260
H -0.99903 1.03958 2.07046
H -0.80106 -0.68754 1.71429
H -1.99983 2.08989 -0.47886
H -4.22142 2.13115 -1.53893
H -5.85585 0.34664 -1.04913
H -5.25707 -1.46870 0.51159
H -3.04026 -1.50745 1.56763
```

---

What is the formula in the first record?
C55H64Cl2KN7O8P2S